Here is C52H51CrF3N2O6S3 as an isolated structure from the OMol25 dataset. Energies are from ωB97M-V with the def2-TZVPD basis set.

As for the orbital gap (alpha / beta): 0.1204 / 0.1506 hartree. For the HOMO energy (alpha / beta), the calculation gives 0.0163 / -0.0139 Ha. Its net charge is -2. As for the relative energy (zero: lowest compared OMol25 entry of this formula, charge and spin): 17.2 kcal per mole. The spin multiplicity is 5.

Structure (XYZ):
```
118
Properties=species:S:1:pos:R:3:mulliken_spin:R:1
Cr -0.77401 -0.95113 0.63400 3.1909
S -1.49838 1.47205 2.66824 0.0082
S 3.80089 0.21464 4.44479 0.0000
S -0.82486 -2.59976 -2.10324 0.0420
F -0.50200 -4.45865 3.66568 0.0000
F -2.62180 -4.14951 3.93100 -0.0001
F -1.21870 -3.36042 5.37854 -0.0003
O -2.78368 -0.84165 1.00628 -0.0384
O -0.69366 -2.26590 2.20827 -0.0186
O -3.55984 -2.94558 0.89757 -0.0004
O 3.42135 1.35273 3.56642 0.0000
O -0.49891 0.60947 1.95311 -0.0641
O -1.98009 -1.29457 3.79984 0.0078
N -1.02285 -2.55083 -0.49877 0.0011
N -1.30206 0.42903 -0.76976 -0.0563
C -5.07024 -1.17179 1.42591 -0.0004
C 2.19044 2.70108 -4.81202 -0.0036
C -0.83055 -6.66907 -1.55128 0.0054
C -2.19339 -2.10432 -2.97932 0.0949
C 3.51271 1.97601 0.90967 0.0089
C -1.52158 2.15675 -3.74282 0.0572
C -3.51808 -2.59787 -2.70347 0.3337
C -4.38641 -1.35731 -4.60970 0.4494
C -1.63746 1.27033 -1.46524 -0.0236
C -3.69905 -1.73170 1.07431 0.0382
C -0.79438 -6.22663 -3.91217 -0.0078
C 3.94780 -3.65081 3.24641 -0.0001
C -4.56265 -2.21620 -3.50892 -0.2016
C -0.80215 -4.86569 -3.65537 -0.0234
C -0.98230 3.12073 2.17370 0.0053
C 0.54755 1.44576 4.62806 0.0020
C 5.11279 3.76818 1.18201 0.0114
C 3.67320 -1.28611 3.46965 0.0020
C 2.53122 1.33527 -1.27276 -0.0177
C -1.98594 2.42215 -2.31004 0.0136
C 3.23616 -1.18638 2.16158 0.0007
C 5.09975 3.92979 -0.19919 -0.0053
C 2.29823 1.45437 -2.69932 0.0099
C -0.82377 -5.30298 -1.28818 0.0152
C -3.50496 2.61729 -2.25576 -0.0093
C -0.81093 -7.13342 -2.85744 0.0011
C 0.19568 3.25272 1.45593 -0.0146
C -1.24271 3.63269 -1.72734 -0.0037
C 1.01487 0.01807 4.89986 -0.0022
C 2.42249 2.65300 -3.44516 0.0050
C 4.29530 3.15354 -1.01835 0.0055
C 3.13937 -2.34069 1.39276 -0.0131
C 1.06691 -0.52226 -0.07818 -0.1274
C -1.78916 4.21776 2.44978 -0.0016
C 1.80599 1.57007 -5.52045 0.0088
C 2.38933 -0.08761 5.55310 0.0000
C 4.03722 -2.50863 4.02333 -0.0002
C -2.01309 -1.23080 -4.09395 0.1372
C 4.31901 2.75129 1.71538 -0.0099
C 0.59895 4.51701 1.04225 0.0015
C -3.07564 -0.87603 -4.88064 -0.1099
C -1.36544 -2.21605 3.27124 0.0252
C -1.41803 -3.56447 4.05271 -0.0074
C 1.80752 0.31046 -0.59895 0.0902
C -0.96375 1.56189 4.39619 0.0014
C 1.62529 0.38706 -4.80264 -0.0072
C -0.81258 -4.40560 -2.34414 0.0573
C -0.19038 5.62189 1.32597 0.0004
C 3.49838 -3.56423 1.93187 -0.0023
C 1.84867 0.33089 -3.44135 0.0201
C -1.38582 5.47421 2.02385 0.0002
C 3.41787 2.16255 -0.49842 -0.0259
H -0.82640 -4.14606 -4.46620 0.0025
H -0.82005 -4.92734 -0.27317 0.0137
H -5.22509 -1.06768 -5.22953 0.0634
H 2.74483 -2.25894 0.38735 0.0158
H 5.74235 4.38260 1.81462 0.0013
H 2.93423 1.18084 1.36328 0.0308
H -1.43661 4.50125 -2.36106 0.0002
H 2.53577 -1.09411 5.95101 0.0000
H -1.74314 3.04118 -4.34539 -0.0014
H 0.99731 -0.54314 3.96446 0.0057
H -1.34232 2.52691 4.74206 -0.0009
H 2.29368 3.65174 -5.32707 -0.0007
H -2.90823 -0.20600 -5.71866 -0.0017
H -3.84254 2.78970 -1.23244 0.0008
H 2.93607 -0.22996 1.75046 0.0017
H 1.52977 4.61491 0.49478 -0.0003
H -3.69143 -3.22558 -1.83682 0.0536
H -1.57809 3.85515 -0.71275 0.0011
H -0.84974 -7.36978 -0.72496 -0.0006
H -0.44887 1.97462 -3.77611 -0.0055
H -2.00888 6.33721 2.22590 0.0000
H 1.68051 -0.59606 -2.90610 -0.0017
H -0.78629 -6.58177 -4.93582 0.0000
H 4.21275 -4.61214 3.66973 0.0000
H -2.03825 1.29497 -4.16461 -0.0062
H 1.62688 1.61032 -6.58808 0.0016
H 0.11928 6.60489 0.99230 0.0000
H -5.33201 -0.38208 0.72018 -0.0010
H 1.10968 1.83755 3.77922 0.0000
H -5.82180 -1.95809 1.40593 -0.0005
H -5.02005 -0.72818 2.42209 0.0008
H -4.01885 1.73965 -2.65040 0.0089
H -5.55777 -2.58387 -3.27580 -0.0076
H 1.29834 -0.51060 -5.31764 0.0029
H -1.02152 -0.84053 -4.30041 -0.0378
H 4.38644 -2.56884 5.04929 -0.0001
H 4.37894 3.29299 -2.08468 0.0032
H -0.81379 -8.19861 -3.05679 -0.0001
H -0.16817 3.44477 -1.70500 0.0023
H -2.72663 4.08917 2.98066 0.0000
H 2.51223 0.62542 6.37374 0.0000
H -1.52611 0.76327 4.87941 0.0005
H 5.74519 4.67204 -0.66101 -0.0008
H 4.32759 2.54489 2.78006 -0.0004
H 0.78221 2.08488 5.48577 0.0001
H 0.77306 2.37240 1.19859 0.0047
H -1.90884 -2.97207 -0.19531 -0.0063
H 3.40472 -4.46272 1.33463 -0.0002
H 0.30750 -0.48396 5.56436 -0.0001
H -3.77125 3.48405 -2.86472 -0.0001
H 2.65972 3.57470 -2.93423 0.0034
```


Here is C52H51F2GeN5O5PbS2 as an isolated structure from the OMol25 dataset. Energies are from ωB97M-V with the def2-TZVPD basis set.

As for the orbital gap (alpha / beta): 0.1618 / 0.1593 hartree. For the HOMO energy (alpha / beta), the calculation gives -0.2865 / -0.2840 Ha. Its net charge is +1. As for the relative energy (zero: lowest compared OMol25 entry of this formula, charge and spin): 26.3 kcal per mole. The spin multiplicity is 2.

Structure (XYZ):
```
119
Properties=species:S:1:pos:R:3:mulliken_spin:R:1
Pb -1.76119 0.63114 1.36717 0.0360
Ge -3.68108 -2.85607 0.21257 -0.0002
S -4.42609 2.76018 0.32635 -0.0160
S -1.93099 1.32494 -1.23078 0.0381
F 2.28970 -5.00299 -0.36356 0.0000
F -2.46532 -1.89090 1.12042 0.0003
O 1.98620 3.11045 1.76363 0.0002
O -4.08512 1.95648 1.79688 0.0348
O 0.25565 -0.77329 1.00120 0.0006
O 0.01918 2.11534 1.43257 -0.0263
O -4.23877 2.76447 2.96830 0.0335
N 4.27137 -0.11003 1.18632 0.0001
N 5.11207 -4.65268 -0.31202 0.0000
N -2.83550 4.91848 0.38872 0.3111
N -0.70042 3.67045 -0.87228 0.1666
N 7.04354 -5.54619 -1.65538 0.0000
C 5.70175 0.18701 1.32776 -0.0001
C 2.03345 0.80508 1.31130 -0.0003
C -5.25764 -2.30902 1.13804 0.0023
C -1.04307 6.80782 4.64362 0.0021
C -6.69455 -0.46758 1.73616 -0.0009
C -3.44449 -2.13200 -1.54597 -0.0004
C -5.59659 -0.95696 1.04311 -0.0022
C -2.73261 6.00364 2.57565 0.0223
C -1.92497 -1.44757 -3.29260 0.0022
C -4.29761 -1.12799 -3.56576 0.0014
C -0.52428 3.72443 -3.97798 0.0065
C -2.14388 -2.00732 -2.04199 0.0030
C 1.94107 -2.79055 0.29771 -0.0002
C 1.41331 5.65280 -4.46720 -0.0005
C -1.63964 -6.45648 -0.44138 0.0000
C 3.80580 -1.34928 0.77924 0.0000
C 6.23346 -4.93397 0.57290 0.0000
C -1.43439 -6.93778 0.84504 0.0000
C -1.87365 7.73185 4.02716 0.0002
C -1.05859 5.48040 4.22879 -0.0004
C 1.41695 4.94633 -3.26805 0.0016
C 2.80042 -3.80122 -0.01204 0.0001
C -2.88171 -4.58995 0.45849 0.0000
C -2.70956 7.32949 2.98946 0.0032
C -2.36314 -5.28420 -0.63524 -0.0001
C -2.92714 3.61225 0.03403 0.1810
C 0.42251 3.23117 -1.70214 -0.0227
C 4.18991 -3.63186 0.04048 -0.0001
C -7.12955 -2.67387 2.60927 -0.0001
C 6.31486 0.72122 0.04133 0.0000
C 3.38840 0.89623 1.38820 -0.0001
C -1.84092 2.98700 -0.69438 0.2277
C 4.67118 -2.39214 0.42537 -0.0001
C 1.45811 -0.47827 1.01610 -0.0018
C 5.95560 -6.57633 -1.52234 0.0000
C -0.49519 4.92829 -0.15877 0.0187
C 4.68879 -5.86030 -1.01804 0.0000
C -1.76759 5.72084 -0.19417 -0.0238
C 7.48962 -5.06446 -0.29455 0.0000
C -4.51922 -1.68834 -2.31359 -0.0005
C -6.02231 -3.16535 1.92993 0.0002
C -3.63140 5.56305 1.44280 -0.0341
C -2.67008 -5.08141 1.74828 0.0000
C -0.53138 4.42850 -5.17230 -0.0005
C 2.42586 -1.54570 0.69302 -0.0017
C -1.94933 -6.25166 1.93943 0.0000
C -1.90271 5.07855 3.20463 -0.0044
C 0.45435 3.97724 -3.01659 0.0110
C 0.43821 5.39616 -5.41893 0.0013
C -3.00292 -1.01156 -4.05433 -0.0006
C -7.46740 -1.33063 2.50488 0.0004
C 1.29092 2.12244 1.53932 -0.0014
H -0.38831 7.11980 5.44853 0.0001
H 7.83099 -5.89691 -2.19522 0.0000
H -0.41051 4.75245 4.70284 0.0000
H 1.33930 3.41067 -1.13826 0.0034
H -1.78710 -6.63114 2.94065 0.0000
H 0.43107 5.94708 -6.35137 0.0001
H -2.52652 -4.91128 -1.64100 0.0001
H -5.13356 -0.77488 -4.15634 0.0000
H -4.99212 -0.27543 0.44954 0.0019
H 0.86901 -2.95533 0.26531 -0.0001
H -7.72825 -3.33771 3.22086 0.0000
H -6.94250 0.58519 1.68160 -0.0022
H 0.30631 5.48020 -0.64498 0.0006
H 2.17144 6.40342 -4.65379 -0.0001
H 2.18018 5.14945 -2.52303 0.0005
H 5.83586 1.65862 -0.24639 0.0000
H 4.05810 -5.58178 -1.85624 0.0000
H -0.20572 4.70311 0.87091 0.0068
H -8.34002 -0.95266 3.02404 0.0000
H 0.31719 2.16544 -1.86664 -0.0014
H -4.13811 6.43099 1.01328 0.0071
H 6.31795 -7.32542 -0.82494 0.0000
H 5.79575 0.91690 2.12799 0.0000
H 3.80315 1.86597 1.64098 0.0002
H -0.91542 -1.33241 -3.66803 0.0002
H 4.12784 -6.55711 -0.39225 0.0000
H -1.65889 6.63930 0.37596 -0.0024
H 6.64638 -4.74474 -2.14517 0.0000
H -3.05997 -4.54355 2.60564 0.0000
H 7.38056 0.91356 0.17908 0.0000
H -1.23755 -6.99193 -1.29296 0.0000
H 5.79309 -7.04769 -2.48666 0.0000
H -1.86953 8.76737 4.34624 0.0000
H 6.36844 -4.14424 1.30377 0.0000
H 6.05968 -5.86145 1.13127 0.0000
H 5.74107 -2.22699 0.42417 0.0000
H -1.28166 2.97018 -3.78174 -0.0023
H 7.98898 -4.11018 -0.44184 0.0000
H -3.35536 8.05396 2.50184 -0.0003
H -1.93144 4.03948 2.90133 0.0049
H -1.29983 -2.33020 -1.43832 -0.0008
H 6.18941 0.01153 -0.78057 0.0000
H -5.53126 -1.76899 -1.93287 -0.0002
H -2.83116 -0.57381 -5.03078 -0.0003
H 8.19915 -5.78357 0.10704 0.0000
H -0.87731 -7.85490 0.99855 0.0000
H -4.36309 4.85205 1.82827 0.0043
H -5.75331 -4.21170 2.02340 0.0000
H 6.21313 -0.71019 1.66769 0.0000
H -1.29319 4.22296 -5.91493 -0.0001
H -2.02262 5.96869 -1.22972 0.0128
```


Here is C52H52As2N4OOsP as an isolated structure from the OMol25 dataset. Energies are from ωB97M-V with the def2-TZVPD basis set.

As for the orbital gap (alpha / beta): 0.1147 / 0.1147 hartree. For the HOMO energy (alpha / beta), the calculation gives -0.5232 / -0.5232 Ha. Its net charge is +3.

Structure (XYZ):
```
113
Properties=species:S:1:pos:R:3:mulliken_charge:R:1
Os 0.27743 -0.76023 0.17340 1.3170
As -1.56142 3.47194 -1.03926 0.4399
As -0.41004 -0.18451 -2.23096 0.6707
P -2.32653 1.01652 1.62881 1.1365
O -1.25119 0.54650 0.59989 0.0339
N 0.54997 -0.96835 2.18566 1.0766
N 1.08232 -2.53448 -0.34311 1.9885
N 2.19084 -2.91805 0.05424 -1.2561
N 2.41478 -0.64948 0.13087 0.4712
C 0.03775 4.42993 -1.59316 0.6426
C 4.02997 -2.02190 1.29424 -0.5685
C 4.75821 -0.89128 1.63780 -0.5907
C -0.69590 -5.07968 -3.18414 -0.6767
C 2.44815 4.41217 -1.80567 -0.5840
C -2.10161 -1.00080 -2.65159 1.4455
C -0.66407 1.56160 -3.06968 -1.3898
C -0.00452 5.66112 -2.24302 -0.5500
C -0.88940 -3.71278 -1.21871 0.3237
C -0.60418 -4.40044 2.86797 -1.0370
C 1.19682 -3.87692 4.39550 -1.1689
C -1.86470 2.39713 -2.66925 -1.0195
C 1.26964 3.82033 -1.36193 -0.5343
C 1.32158 -2.62462 3.83268 -0.2919
C 3.42040 -0.99734 -3.63593 -0.6065
C 1.31809 2.36537 4.64688 -0.6579
C 0.22758 -4.76374 3.93082 -0.7430
C -2.92617 -1.35091 -1.58115 -0.4590
C 1.97117 -1.46263 -5.49616 -0.9152
C -3.77764 -1.81690 -4.17415 -0.8910
C 2.88627 -1.84183 0.55267 0.2255
C -2.96354 4.78987 -1.21087 0.4216
C -3.88812 1.24106 0.81091 -0.7423
C 1.24819 -3.95946 -2.32336 -0.2760
C 0.93909 1.14779 5.21338 -1.0716
C 1.17691 6.25456 -2.68265 -0.7817
C 0.68408 0.05760 4.41550 -0.1140
C -3.75172 7.01526 -0.72434 -0.6171
C 0.86225 -1.14009 -4.72472 -0.6179
C 1.15337 1.40696 2.45275 0.3391
C -4.08936 4.57000 -1.99907 -0.2298
C -2.54439 -1.21795 -3.95141 -1.2066
C 0.66020 -4.77918 -3.26797 -0.8584
C -1.84151 2.54236 2.42319 -0.9108
C -4.85157 6.80854 -1.54739 -0.5761
C 3.16319 0.42559 0.41904 -0.4167
C 2.39974 5.63332 -2.46326 -0.6893
C 1.02525 -0.75744 -3.39773 0.7657
C 0.82306 0.14156 3.00044 0.7414
C 0.45932 -3.41368 -1.31638 0.0448
C 2.31025 -0.68170 -2.86268 -0.3699
C -4.57727 -2.20059 -3.10480 -0.8370
C -0.48202 -3.15640 2.29561 0.1375
C -4.15495 -1.95915 -1.80145 -0.8504
C 1.40022 2.49140 3.25985 -0.8946
C 0.46087 -2.23379 2.78555 0.2883
C -2.63570 -0.18596 2.91703 -1.0686
C -5.01798 5.59117 -2.18704 -0.7162
C -1.46774 -4.55480 -2.15381 -0.9216
C -2.82428 5.99881 -0.53553 -0.6980
C 4.33274 0.34221 1.16750 -0.9314
C 3.24815 -1.39636 -4.95536 -0.7561
H -4.11442 -1.98696 -5.18965 0.4893
H -5.59051 7.58989 -1.67084 0.4035
H 0.36110 -0.86874 4.87231 0.6857
H 3.31548 6.10844 -2.79320 0.4201
H -2.07212 3.11061 -3.46597 0.7648
H -4.29290 0.26321 0.53674 0.3640
H -2.51614 -4.81518 -2.06309 0.4896
H -1.14601 -2.84988 1.49973 0.2140
H 5.65783 -0.97176 2.23616 0.4926
H -5.53385 -2.67822 -3.28381 0.4391
H -1.75957 -0.30638 3.55070 0.1023
H 1.30560 2.87024 -0.82811 0.1379
H -3.76230 1.84049 -0.08956 0.1209
H -4.59103 1.73438 1.48771 0.5420
H 1.67821 3.44070 2.81834 0.5740
H -1.61882 2.36623 3.47960 0.4462
H 2.44667 -0.36722 -1.84502 0.0956
H -1.35085 -5.09429 2.50314 0.5422
H 0.83818 1.05600 6.28901 0.4961
H 1.83728 -1.76247 -6.52819 0.4902
H 0.12680 -5.74223 4.38547 0.4750
H -2.90249 -1.15062 2.47894 0.3274
H -0.11928 -1.19635 -5.17104 0.1001
H -5.87389 5.42778 -2.83178 0.4227
H 0.26439 2.12241 -2.97498 0.8435
H -1.15387 -5.73778 -3.91304 0.4776
H -0.74535 1.27586 -4.11822 0.6983
H 2.84345 1.37416 0.02648 0.5121
H -4.24534 3.61787 -2.49263 0.2999
H -2.60276 -1.13786 -0.56846 0.1964
H 2.30425 -3.72055 -2.36223 0.4831
H 1.86837 -4.17158 5.19232 0.5025
H -2.64305 3.27907 2.35168 0.5396
H 4.91038 1.23761 1.36023 0.6183
H 4.32413 -3.02455 1.58215 0.6635
H 1.26320 -5.19557 -4.06419 0.4704
H -3.62307 7.96440 -0.21831 0.4272
H -1.98109 6.15922 0.12770 0.4359
H 4.10908 -1.65502 -5.55964 0.4400
H -3.47477 0.16146 3.52656 0.5397
H -1.47016 -3.34213 -0.38409 0.1836
H -2.75270 1.78063 -2.53053 0.4902
H 1.13652 7.20782 -3.19554 0.4452
H 1.23686 1.52149 1.39963 -0.7012
H 3.40450 3.93193 -1.62506 0.4637
H -4.77690 -2.25793 -0.96426 0.4885
H 1.53296 3.21514 5.28493 0.5048
H 2.10463 -1.95301 4.16397 0.7219
H -0.95787 2.92646 1.92774 -0.0216
H -1.95037 -0.91530 -4.80052 0.3332
H -0.95047 6.15120 -2.43125 0.4054
H 4.41683 -0.93177 -3.21345 0.4857
```


no.,total energy (hartree)
1,-5111.685987
2,-5927.700680
3,-7209.634286